Entry 1:
This record from the Open Molecules 2025 dataset describes a cluster of 2 separate species, C5HF3N4O2 in total at a distorted geometry. The level of theory is wB97M-V/def2-TZVPD.

Structure (XYZ):
```
15
Properties=species:S:1:pos:R:3:forces:R:3
C 2.99286 -0.07254 -0.08279 -5.409 -1.786 -0.032
C -0.35268 -1.15369 -0.12722 -2.608 0.360 -0.517
C -0.77241 3.51962 1.16595 -0.315 -1.018 -0.667
C 1.71051 -0.65612 -0.01726 4.002 5.005 -1.415
C -1.85819 -1.34200 -0.61780 0.888 -0.507 0.612
N 4.04310 0.35053 -0.14484 3.808 1.603 -0.194
N 0.30610 -2.21313 0.33393 2.286 -0.581 0.496
N 1.60417 -1.90539 0.43773 -3.555 -5.235 1.561
N 0.47913 -0.06249 -0.25934 -0.135 0.111 0.109
O -0.43531 2.64800 0.47877 0.440 -0.039 -0.179
O -1.20093 4.33963 1.83608 -0.141 1.124 0.830
F -2.74147 -0.36050 -0.39761 0.872 0.289 0.274
F -1.79247 -1.51446 -1.93413 -0.011 -0.024 -0.561
F -2.38779 -2.44877 -0.07275 0.594 0.455 -0.115
H 0.40538 0.87131 -0.59870 -0.715 0.243 -0.203
```
Forces are in eV/Å.

- charge = 0
- Kohn-Sham gap (alpha / beta) (eV) = 6.56 / 7.38
- E_HOMO (alpha / beta) (hartree) = -0.24229 / -0.42019
- multiplicity = 3

Entry 2:
This record from the Open Molecules 2025 dataset describes an isolated molecule of C5HF3N4O3 at a distorted geometry. The level of theory is wB97M-V/def2-TZVPD.

Structure (XYZ):
```
16
Properties=species:S:1:pos:R:3:forces:R:3
C 0.03370 -0.01598 -0.29375 1.680 -2.338 -1.589
C -0.23893 1.49013 -0.15543 -0.854 1.508 -0.419
C 0.74280 -1.30082 -2.36659 -1.405 1.666 1.164
C 1.23336 0.86492 1.63337 -3.513 -0.173 -2.508
C -1.27487 -0.78698 -0.06450 0.883 -1.770 -1.867
N 0.67694 -0.43030 -1.53996 0.006 1.442 1.880
N -1.66611 -1.76858 -0.74920 1.438 1.648 0.429
N 0.37600 1.82691 1.01928 -0.019 1.661 -0.439
N 0.92744 -0.21133 0.86577 -0.207 -0.992 -1.331
O -0.94582 2.18527 -0.84377 0.830 -0.943 0.493
O 0.76117 -1.94805 -3.30672 0.582 -1.609 -1.333
O 1.72683 0.95839 2.65959 2.999 0.484 3.744
F -1.76229 -0.29465 1.02719 -1.655 0.313 1.807
F 0.32978 3.12002 1.47973 0.187 -1.169 -0.326
F 1.54373 -1.40728 1.06868 -0.232 0.296 -0.111
H -2.46372 -2.28164 -0.43371 -0.719 -0.022 0.407
```
Forces are in eV/Å.

- charge = 0
- SMILES string = [H]/N=C(\F)[C@@]1(N=C=O)C(=O)N(F)C(=O)N1F
- Kohn-Sham gap (eV) = 11.13
- E_HOMO (hartree) = -0.40587
- multiplicity = 1

Molecular weight, record by record: 206.08; 222.08 g/mol